11
Properties=species:S:1:pos:R:3:nbo_charge:R:1 method="wB97M-V/def2-TZVPD" relative_energy_kcal_mol=37.01 homo_energy_ev=-8.412 total_energy_ev=-71609.27542 homo_lumo_gap_ha=0.3269
C -0.24 1.45 0.34 -0.193
C 0.09 -1.31 -0.18 -0.235
O 1.04 1.58 -0.11 -0.698
O 0.81 -1.59 1.02 -0.743
Se -1.42 -0.04 0.07 0.242
H -0.74 2.32 -0.11 0.200
H -0.33 1.62 1.89 0.079
H -0.07 -2.19 -0.89 0.205
H 0.78 -0.70 -0.71 0.178
H 1.61 0.84 0.14 0.482
H 0.29 -2.15 1.74 0.485

12
Properties=species:S:1:pos:R:3:nbo_charge:R:1 method="wB97M-V/def2-TZVPD" relative_energy_kcal_mol=76.45 homo_energy_ev=-9.659 smiles="C=C[SiH]=O.O=[SiH2]" total_energy_ev=-22019.85837 homo_lumo_gap_ha=0.3301
C -1.60 -1.71 1.49 -0.324
C -1.15 -2.00 0.31 -0.675
Si 0.20 -0.81 -0.47 1.811
O -0.07 0.68 -0.80 -1.200
H -2.25 -2.41 2.08 0.214
H -1.36 -0.73 1.87 0.206
H -1.24 -2.99 -0.20 0.231
H 1.46 -1.43 -0.78 -0.219
O 2.66 2.34 0.10 -1.194
Si 1.55 2.74 -0.86 1.686
H 1.33 2.75 -2.27 -0.259
H 0.47 3.58 -0.47 -0.277

11
Properties=species:S:1:pos:R:3:nbo_charge:R:1 method="wB97M-V/def2-TZVPD" relative_energy_kcal_mol=163.98 homo_energy_ev=-9.920 smiles="C=C.OOO" total_energy_ev=-8307.39728 homo_lumo_gap_ha=0.4004
C 1.85 0.94 -0.20 -0.391
C 0.71 1.14 0.47 -0.382
H 2.15 1.55 -1.03 0.190
H 2.55 0.13 0.09 0.194
H -0.04 1.88 0.17 0.183
H 0.47 0.52 1.32 0.201
O -1.20 -0.62 -1.01 -0.438
O -2.18 -1.26 -0.19 -0.058
O -1.50 -1.85 0.88 -0.420
H -1.59 0.25 -1.03 0.463
H -1.21 -2.69 0.51 0.459

11
Properties=species:S:1:pos:R:3:nbo_charge:R:1 method="wB97M-V/def2-TZVPD" relative_energy_kcal_mol=127.75 homo_energy_ev=-10.029 smiles="CC=O.OO" total_energy_ev=-8308.96809 homo_lumo_gap_ha=0.4013
C -0.63 1.01 0.57 -0.717
C -0.69 0.13 -0.63 0.516
O -1.34 -0.97 -0.62 -0.715
H -1.46 1.73 0.52 0.249
H -0.72 0.43 1.49 0.240
H 0.30 1.58 0.59 0.238
H -0.48 0.62 -1.59 0.144
O 0.90 -1.15 -0.61 -0.473
O 1.69 -0.88 0.55 -0.459
H -0.17 -1.59 -0.44 0.512
H 2.58 -0.89 0.18 0.465

11
Properties=species:S:1:pos:R:3:mulliken_spin:R:1 method="wB97M-V/def2-TZVPD" relative_energy_kcal_mol=27.00 homo_energy_ev="-6.138 / -10.806" spin_multiplicity=3 total_energy_ev=-8306.32508 homo_lumo_gap_ha="0.2545 / 0.3179"
C -1.59 -0.30 0.33 0.063
C -1.35 1.10 -0.09 0.775
O -2.00 1.94 -0.69 0.934
O 3.01 -0.98 -0.20 0.001
O 1.72 -0.41 -0.15 0.010
H -2.27 -0.83 -0.36 0.032
H -0.60 -0.78 0.21 0.000
H -1.90 -0.52 1.35 0.055
H -0.22 1.37 -0.04 0.136
H 1.78 0.18 -0.99 -0.006
H 3.42 -0.77 0.64 0.000

12
Properties=species:S:1:pos:R:3:nbo_charge:R:1 method="wB97M-V/def2-TZVPD" relative_energy_kcal_mol=52.91 homo_energy_ev=-4.042 total_charge=-1 total_energy_ev=-17603.67910 homo_lumo_gap_ha=0.2911
C -2.25 0.63 -0.49 -0.239
C 2.33 0.41 0.92 -1.164
O 2.95 -1.06 -1.35 -1.114
O 0.54 -1.07 -0.52 -1.154
O -2.33 -0.46 0.48 -0.783
P 2.00 -0.85 -0.22 2.065
H -1.35 1.29 -0.25 0.183
H -3.14 1.21 -0.45 0.154
H -2.24 0.32 -1.54 0.162
H -1.49 -1.06 0.49 0.517
H 1.67 0.21 1.68 0.185
H 3.31 0.43 1.26 0.188

12
Properties=species:S:1:pos:R:3:nbo_charge:R:1 method="wB97M-V/def2-TZVPD" relative_energy_kcal_mol=23.91 homo_energy_ev=-4.717 total_charge=-1 smiles="C[C@@H](O)[P@H](=O)[O-]" total_energy_ev=-17604.93677 homo_lumo_gap_ha=0.3263
C 0.85 -0.32 0.70 -0.636
C -0.15 -0.06 -0.41 -0.251
O -0.33 -1.28 -1.19 -0.736
P -1.95 0.31 0.09 1.988
O -2.37 -0.67 1.11 -1.191
O -2.83 0.59 -1.09 -1.162
H 1.03 0.60 1.33 0.195
H 0.52 -1.13 1.37 0.213
H 1.73 -0.77 0.44 0.196
H 0.21 0.85 -1.01 0.163
H -1.09 -1.63 -0.79 0.469
H -1.73 1.52 0.87 -0.249

13
Properties=species:S:1:pos:R:3:nbo_charge:R:1 method="wB97M-V/def2-TZVPD" relative_energy_kcal_mol=64.62 homo_energy_ev=-8.762 total_energy_ev=-29980.78923 homo_lumo_gap_ha=0.3278
C -2.68 0.41 -0.01 -0.399
C -1.81 1.38 0.37 -0.400
O 2.96 -1.92 -0.72 -0.938
O 0.69 -1.60 0.33 -0.919
O 1.51 0.94 0.87 -0.876
S 2.02 0.72 -0.62 0.316
S 1.41 -1.34 -0.86 1.396
H -2.15 -0.62 -0.24 0.198
H 3.61 -1.95 -1.41 0.517
H -3.74 0.58 -0.28 0.202
H -2.06 2.36 0.85 0.204
H -0.78 1.01 0.53 0.188
H 1.01 0.04 1.19 0.512